# 1
Formula: N2
Source: the Open Molecules 2025 dataset
Level of theory: ωB97M-V/def2-TZVPD

Structure (XYZ):
```
2
Properties=species:S:1:pos:R:3:mulliken_charge:R:1
N 0.1174 -0.6484 0.1201 0.000
N -0.1174 0.6484 -0.1201 0.000
```

For the highest occupied orbital energy, the calculation gives -0.5060 hartree. Its multiplicity is 1. The LUMO energy is -0.478 eV. The value obtained for the frontier orbital gap is 13.290 eV. Its relative energy (zero: lowest compared OMol25 entry of this formula, charge and spin) is 67.25 kcal per mole. The SMILES is N#N.

---

# 2
Formula: C6H4OS
Source: the Open Molecules 2025 dataset
Level of theory: ωB97M-V/def2-TZVPD

Structure (XYZ):
```
12
Properties=species:S:1:pos:R:3:mulliken_charge:R:1
C 0.4522 1.9961 0.1243 -0.041
C -0.5058 0.9342 0.2559 -0.359
C -0.3310 -0.4568 0.0399 0.855
C -1.4549 -1.3739 0.5662 -0.635
C 0.8332 -0.8049 -0.6766 -0.693
C 1.8401 -1.2503 -1.0832 0.070
H 0.3172 3.0639 0.9449 0.189
H -1.5402 1.2318 0.5049 0.286
H -2.3282 -0.9802 0.8735 0.373
H 2.6608 -1.3644 -1.6581 0.477
O 1.4870 2.0677 -0.4356 -0.374
S -1.4305 -3.0630 0.5438 -0.148
```

For the highest occupied orbital energy, the calculation gives -0.3435 hartree. Its multiplicity is 1. The LUMO energy is -1.977 eV. The value obtained for the frontier orbital gap is 7.369 eV. Its relative energy (zero: lowest compared OMol25 entry of this formula, charge and spin) is 46.53 kcal per mole.

---

# 3
Formula: H34O21P
Source: the Open Molecules 2025 dataset
Level of theory: ωB97M-V/def2-TZVPD

Structure (XYZ):
```
56
Properties=species:S:1:pos:R:3:mulliken_charge:R:1
P 0.1718 0.0810 0.0723 -3.537
O 0.1048 0.2390 -1.3667 0.931
O 0.6988 -1.4000 0.3553 0.903
O -1.1702 0.2090 0.5513 0.621
O 1.0188 1.0940 0.6853 0.519
O 0.9498 -2.5100 -2.3707 -0.713
H 0.6568 -1.6950 -1.9607 0.155
H 0.3758 -3.2430 -2.1747 0.348
O 2.3118 0.2380 2.8173 -0.743
H 2.0328 0.5830 1.9473 0.267
H 2.1328 -0.7100 2.7883 0.470
O 0.8318 2.6290 2.7083 -0.797
H -0.0902 2.6740 2.7953 0.378
H 0.9338 1.9960 1.9933 0.291
O 0.8628 3.4610 -0.1987 -0.758
H 1.7318 3.7240 -0.3997 0.251
H 0.9348 2.5570 0.1613 0.448
O -2.8082 -0.9120 -1.2727 -0.776
H -2.3932 -0.2950 -0.6827 -0.254
H -2.2152 -0.8660 -2.0447 0.462
O -1.2182 -0.5830 -3.3327 -0.793
H -0.7862 -0.2160 -2.5317 -0.025
H -0.6212 -1.2530 -3.6497 0.356
O 3.4288 1.5510 0.4603 -0.740
H 3.6088 2.0240 -0.3587 0.350
H 2.4738 1.3980 0.4523 0.057
O -2.6552 -1.3820 1.6893 -0.730
H -2.1362 -0.7130 1.1833 0.317
H -3.3632 -1.7990 1.1963 0.335
O 0.0168 2.4280 -2.4607 -0.776
H 0.5558 2.9780 -1.8967 0.565
H 0.1118 1.6090 -1.9987 0.290
O 2.0778 -3.6200 0.4963 -0.814
H 1.3818 -2.9950 0.2743 0.587
H 2.7638 -2.9760 0.7693 0.338
O -4.8062 0.5890 -0.0357 -0.741
H -3.9242 0.9380 -0.1557 0.362
H -4.6682 -0.3420 0.1463 0.262
O -0.9672 -2.9290 -0.3737 -0.823
H -1.7532 -2.4170 -0.6377 0.541
H -0.2642 -2.2830 -0.0547 0.167
O 3.1278 -1.1510 -0.1067 -0.983
H 2.1748 -1.3740 0.0423 0.151
H 3.2458 -0.2470 0.2863 0.586
O -1.7932 1.3940 2.7253 -0.763
H -2.7302 1.4640 2.7293 0.286
H -1.4562 0.9050 1.9003 0.256
O -2.7172 2.1190 -0.3917 -0.820
H -2.0322 1.4860 -0.1247 0.347
H -2.6902 2.2680 -1.3227 0.335
O 2.4068 0.2280 -2.5687 -0.813
H 1.4738 0.3590 -2.2617 0.334
H 2.7818 -0.1460 -1.7327 0.454
O 0.8868 -1.9630 2.6153 -0.914
H 0.8218 -1.7410 1.6153 0.604
H 0.1748 -1.4610 3.0103 0.389
```

For the highest occupied orbital energy, the calculation gives -0.0397 hartree. Its multiplicity is 1. The LUMO energy is 7.357 eV. The value obtained for the frontier orbital gap is 8.437 eV. Its relative energy (zero: lowest compared OMol25 entry of this formula, charge and spin) is 94.91 kcal per mole. The total charge is -3.

---

# 4
Formula: C31H62Cl6O21
Source: the Open Molecules 2025 dataset
Level of theory: ωB97M-V/def2-TZVPD

Structure (XYZ):
```
120
Properties=species:S:1:pos:R:3:mulliken_charge:R:1
C 1.7003 -1.1342 -0.2445 1.428
C 2.2003 -1.9026 -1.4614 0.337
O 3.1336 -2.8711 -1.0111 0.135
C 4.4050 -2.8189 -1.4087 0.460
O 4.8512 -1.9929 -2.1570 -0.633
O 5.0496 -3.8159 -0.8426 -0.188
C 6.4620 -3.7889 -0.8545 -0.828
H 1.2975 -1.8078 0.5172 -0.702
H 0.7964 -0.5567 -0.4619 -0.257
H 2.4950 -0.5097 0.1561 -0.404
H 2.6831 -1.1747 -2.1168 0.682
H 1.3901 -2.3845 -2.0024 -1.028
H 6.8279 -4.3725 -0.0170 0.280
H 6.8561 -2.7707 -0.8429 0.347
H 6.8634 -4.1985 -1.7863 0.297
C 0.6582 -2.2612 -6.5805 -1.491
C 0.1918 -1.7422 -5.2593 0.508
O 0.4896 -0.3449 -5.1805 -0.401
C -0.3751 0.3917 -4.4770 0.958
O -1.3862 0.0051 -3.9653 -0.606
O 0.1080 1.6186 -4.4231 -0.318
C -0.7897 2.6532 -4.0642 -0.702
H 0.5987 -3.3438 -6.6859 0.395
H 1.7112 -1.9968 -6.7163 0.331
H 0.1100 -1.8441 -7.4284 0.359
H 0.7256 -2.2770 -4.4735 -0.163
H -0.8714 -1.9285 -5.1117 0.306
H -0.3201 3.6249 -4.1973 0.379
H -1.0326 2.5795 -3.0033 0.138
H -1.7169 2.6425 -4.6365 0.364
C -5.0137 3.8747 -4.0625 -1.284
C -3.9195 4.4375 -3.1860 -0.052
O -4.0521 3.9033 -1.8679 -0.113
C -3.9565 4.7660 -0.8416 0.678
O -3.4060 5.8303 -0.8873 -0.597
O -4.5757 4.2216 0.1934 -0.206
C -4.4583 4.8116 1.4659 -0.622
H -5.9973 4.2935 -3.8487 0.377
H -5.1239 2.7996 -3.9155 0.241
H -4.7356 4.1323 -5.0859 0.397
H -3.9861 5.5285 -3.1874 0.385
H -2.9126 4.2400 -3.5528 0.049
H -3.5902 5.4707 1.5516 0.359
H -4.2604 4.0564 2.2256 0.011
H -5.3611 5.3564 1.7352 0.351
C 2.8813 -6.8187 -0.9345 -0.942
C 1.8118 -6.4992 -1.9508 -0.220
O 0.8070 -5.7134 -1.3083 -0.227
C 0.0593 -4.9045 -2.0609 0.769
O 0.0542 -4.8612 -3.2642 -0.639
O -0.5636 -4.0765 -1.2528 -0.186
C -1.3862 -3.0153 -1.7106 -0.657
H 3.3349 -5.8853 -0.5944 0.076
H 3.6873 -7.4213 -1.3509 0.402
H 2.4476 -7.3620 -0.0938 0.302
H 1.3673 -7.4091 -2.3585 0.307
H 2.2240 -5.8738 -2.7464 0.309
H -0.7932 -2.1233 -1.8921 0.141
H -2.0577 -2.8356 -0.8719 0.256
H -2.0336 -3.2325 -2.5584 0.329
C 4.8389 -1.3918 1.4732 -0.221
C 4.6934 -0.0160 2.1033 -0.629
O 4.2807 0.9562 1.1610 -0.058
C 4.5564 2.2390 1.3891 0.599
O 5.0861 2.6913 2.3609 -0.598
O 4.1217 3.0147 0.4065 -0.405
C 3.4341 2.5278 -0.7382 0.063
H 5.1168 -2.0976 2.2559 0.398
H 5.5974 -1.4361 0.6897 0.298
H 3.9108 -1.7646 1.0358 -0.461
H 5.6630 0.2501 2.5324 0.456
H 4.0258 -0.0636 2.9661 0.211
H 3.6821 3.0142 -1.6732 0.325
H 2.3712 2.5318 -0.5056 -0.154
H 3.6706 1.4641 -0.8265 0.049
C 0.2526 0.6666 3.7115 0.941
C -0.0227 -0.6534 4.3949 -1.120
O -0.3202 -1.6843 3.4564 -0.250
C 0.6597 -2.4510 2.9712 0.852
O 1.8312 -2.2001 3.0098 -0.645
O 0.0869 -3.4895 2.3983 -0.322
C 0.8773 -4.3307 1.5995 -0.087
H -0.6404 1.0022 3.1809 -0.914
H 1.0218 0.5878 2.9375 -0.085
H 0.6461 1.3795 4.4361 0.352
H -0.9422 -0.6102 4.9830 0.426
H 0.7359 -0.8881 5.1451 0.444
H 1.6819 -4.9292 2.0321 0.345
H 1.3989 -3.8164 0.7838 -0.253
H 0.2641 -5.0118 1.0154 0.321
C -1.3556 3.8979 5.6788 -1.075
C -2.6494 3.5457 4.9599 0.509
O -2.8424 2.1400 5.1142 -0.386
C -3.1158 1.4149 4.0336 0.770
O -3.4128 1.8320 2.9500 -0.204
O -3.0735 0.1383 4.4002 -0.385
C -3.5064 -0.7778 3.3882 -0.346
H -1.1548 4.9669 5.5457 0.363
H -0.5031 3.4028 5.2154 0.016
H -1.4174 3.7269 6.7503 0.381
H -2.6222 3.8881 3.9265 -0.359
H -3.4855 4.0515 5.4489 0.311
H -3.9376 -1.6746 3.8258 0.278
H -2.6267 -1.0686 2.8138 -0.012
H -4.2643 -0.3363 2.7443 0.221
Cl -0.3180 4.1957 2.5066 0.042
C 1.4452 3.9857 2.4971 0.149
Cl 2.1741 5.3580 3.3623 -0.178
H 1.6898 3.0450 2.9771 -0.160
H 1.8009 3.9994 1.4732 0.125
Cl -5.1396 0.7567 0.0914 -0.039
C -6.6272 1.3652 -0.6762 -0.064
Cl -7.8705 0.1108 -0.7633 -0.181
H -6.9446 2.2431 -0.1257 0.231
H -6.3394 1.6712 -1.6759 0.023
Cl -1.8593 -0.1894 0.0240 0.085
C -1.7197 1.5053 0.4765 1.653
Cl -0.3991 2.2188 -0.4974 -0.146
H -2.6689 2.0026 0.2956 -0.400
H -1.4402 1.7255 1.5019 -1.077
```

For the highest occupied orbital energy, the calculation gives -0.3939 hartree. Its multiplicity is 1. The LUMO energy is 0.522 eV. The value obtained for the frontier orbital gap is 11.241 eV. Its relative energy (zero: lowest compared OMol25 entry of this formula, charge and spin) is 0.00 kcal per mole. The SMILES is CCOC(=O)OC.CCOC(=O)OC.CCOC(=O)OC.CCOC(=O)OC.CCOC(=O)OC.CCOC(=O)OC.CCOC(=O)OC.ClCCl.ClCCl.ClCCl.

---

# 5
Formula: C2H6N4O
Source: the Open Molecules 2025 dataset
Level of theory: ωB97M-V/def2-TZVPD

Structure (XYZ):
```
13
Properties=species:S:1:pos:R:3:mulliken_charge:R:1
N -2.6096 0.2038 -0.2403 -0.561
C -0.9332 0.0861 -0.1320 0.154
N -0.2221 -1.1602 -0.2511 -0.432
N 1.0031 -0.2634 -0.5555 0.067
N 2.2794 -0.2936 0.0615 -0.565
C 0.1523 0.8662 -0.2806 0.197
O 0.4459 2.2095 -0.1326 -0.484
H -3.1143 -0.5707 0.1528 0.258
H -2.7401 1.0974 0.3345 0.270
H -0.3912 -1.4993 -1.1110 0.273
H 2.2064 -0.3660 1.1162 0.235
H 2.9016 -1.0496 -0.3425 0.261
H 1.3141 2.3310 -0.4810 0.327
```

For the highest occupied orbital energy, the calculation gives -0.2866 hartree. Its multiplicity is 1. The LUMO energy is 0.875 eV. The value obtained for the frontier orbital gap is 8.674 eV. Its relative energy (zero: lowest compared OMol25 entry of this formula, charge and spin) is 135.85 kcal per mole. The SMILES is Nc1[nH]n(N)c1O.